{
  "formula": "C52H63N3O2P2S2Zr",
  "method": "the ωB97M-V functional and the def2-TZVPD basis",
  "elements": ["Zr", "C", "C", "N", "N", "C", "S", "S", "C", "C", "C", "C", "C", "C", "C", "C", "C", "C", "C", "C", "C", "O", "H", "H", "H", "H", "H", "H", "H", "H", "H", "H", "H", "H", "H", "H", "N", "C", "C", "C", "C", "C", "C", "P", "C", "C", "C", "C", "C", "C", "C", "C", "C", "C", "C", "C", "H", "H", "H", "H", "H", "H", "H", "H", "H", "H", "H", "H", "H", "H", "H", "H", "O", "P", "C", "C", "C", "C", "C", "C", "C", "C", "C", "C", "C", "C", "C", "C", "C", "C", "C", "C", "H", "H", "H", "H", "H", "H", "H", "H", "H", "H", "H", "H", "H", "H", "H", "H", "H", "H", "H", "H", "H", "H", "H", "H", "H", "H", "H", "H", "H", "H", "H", "H", "H"],
  "coordinates": [[-0.80191, -0.02858, -0.89918], [-1.48560, 3.63573, -3.46248], [-1.65180, 2.59026, -2.40448], [-0.81109, 1.60057, -2.34161], [0.23775, 1.61539, -3.27011], [0.75374, 0.46283, -3.54323], [0.23934, -1.12958, -2.96288], [2.09384, 0.38509, -4.64973], [2.36835, 2.11978, -5.06842], [3.13919, 2.96648, -4.08087], [3.49659, 2.53988, -2.81169], [4.21773, 3.37243, -1.96556], [4.57696, 4.64773, -2.37218], [4.22115, 5.08203, -3.64161], [3.51437, 4.24403, -4.48861], [-2.78107, 2.67615, -1.45714], [-3.88891, 3.46382, -1.80819], [-4.97466, 3.60488, -0.96899], [-4.96554, 2.97979, 0.27322], [-3.88603, 2.20627, 0.65739], [-2.81530, 2.03133, -0.20443], [-1.78366, 1.23221, 0.18638], [-0.42516, 3.81473, -3.62864], [-1.97974, 4.56171, -3.18991], [-1.89535, 3.27912, -4.41131], [1.39031, 2.54942, -5.28436], [2.92166, 2.07495, -6.00917], [3.23702, 1.53712, -2.49349], [4.51992, 3.01885, -0.98719], [5.14048, 5.29378, -1.71378], [4.50867, 6.06799, -3.97850], [3.25641, 4.58497, -5.48403], [-3.90352, 3.95757, -2.76851], [-5.81791, 4.20733, -1.27257], [-5.80246, 3.09940, 0.94759], [-3.86007, 1.72099, 1.62340], [-2.80816, -0.45054, -2.40952], [-4.09420, -0.48311, -1.74288], [-5.21418, 0.14868, -2.24655], [-6.40012, 0.09315, -1.52454], [-6.46421, -0.59212, -0.31894], [-5.33405, -1.22696, 0.17895], [-4.14447, -1.17209, -0.53565], [-2.57307, -1.89882, -0.02849], [-2.78903, -2.40316, 1.68446], [-2.76606, -1.41316, 2.66916], [-2.95128, -1.75549, 3.99789], [-3.14112, -3.08785, 4.34815], [-3.15196, -4.07364, 3.37355], [-2.97670, -3.73584, 2.03732], [-2.40335, -3.38806, -1.04290], [-1.12100, -3.89183, -1.26886], [-0.94395, -5.01690, -2.05829], [-2.04632, -5.64073, -2.62743], [-3.32433, -5.14703, -2.40300], [-3.50768, -4.02245, -1.61203], [-2.59120, -1.37840, -2.78450], [-2.82905, 0.18416, -3.20704], [-5.16962, 0.68102, -3.18857], [-7.28136, 0.58417, -1.91363], [-7.39312, -0.63534, 0.23101], [-5.37552, -1.75594, 1.12230], [-2.61824, -0.37424, 2.39011], [-2.95186, -0.98905, 4.76126], [-3.27970, -3.35690, 5.38644], [-3.30381, -5.10746, 3.64980], [-2.99122, -4.50607, 1.27776], [-0.25822, -3.40826, -0.81837], [0.05008, -5.40315, -2.23496], [-1.90995, -6.51462, -3.24882], [-4.18041, -5.63827, -2.84418], [-4.50619, -3.64111, -1.44058], [0.45760, -1.01537, 0.39037], [1.54843, -0.64751, 1.46401], [1.42943, 1.17717, 1.53956], [1.48387, 1.83595, 0.14911], [0.88063, 3.24394, 0.17794], [1.19694, 3.94852, 1.50742], [2.49742, 3.42404, 2.10108], [2.36823, 1.94588, 2.50268], [3.13053, -1.48303, 1.07608], [4.45876, -0.77898, 1.42487], [4.91564, 0.26241, 0.41100], [4.89883, -0.29886, -1.00872], [3.53924, -0.90027, -1.35238], [3.16214, -2.00435, -0.37120], [0.97566, -1.30538, 3.03880], [0.60733, -2.80070, 2.93547], [0.45843, -3.36544, 4.34597], [1.81709, -3.43169, 5.05203], [2.74405, -2.28300, 4.62475], [1.96269, -1.03527, 4.21271], [0.39380, 1.27716, 1.90113], [0.99732, 1.21711, -0.62366], [2.51834, 1.87843, -0.18301], [-0.20136, 3.19489, 0.03882], [1.29335, 3.80652, -0.66150], [0.38477, 3.78761, 2.22204], [1.25627, 5.02414, 1.34785], [2.78490, 4.00555, 2.97639], [3.30484, 3.54661, 1.37386], [1.96553, 1.87819, 3.51377], [3.35758, 1.49567, 2.52165], [3.05264, -2.33175, 1.76046], [5.20537, -1.57778, 1.45508], [4.43026, -0.36849, 2.43464], [5.91916, 0.59844, 0.67530], [4.27861, 1.14697, 0.46877], [5.66039, -1.07960, -1.09121], [5.16753, 0.47760, -1.72688], [3.53499, -1.29074, -2.37013], [2.77236, -0.11418, -1.32572], [3.92417, -2.78770, -0.40880], [2.21345, -2.46742, -0.64505], [0.04028, -0.75908, 3.21644], [1.37995, -3.36992, 2.40734], [-0.31287, -2.91261, 2.36337], [0.00044, -4.35392, 4.30928], [-0.23054, -2.72572, 4.90444], [2.29919, -4.38391, 4.82688], [1.66980, -3.40938, 6.13209], [3.39119, -2.60501, 3.80571], [3.41614, -2.02048, 5.44143], [2.65899, -0.23116, 3.97749], [1.38114, -0.68310, 5.06662]],
  "forces_ev_per_a": [[-0.220, -2.193, 0.087], [0.045, 0.058, 0.065], [0.016, 0.099, 0.083], [0.096, 0.383, -0.556], [0.060, 0.064, 0.129], [-0.092, 0.130, -0.150], [0.216, 0.314, -0.140], [0.025, -0.087, 0.058], [-0.001, -0.053, -0.046], [-0.068, 0.027, 0.000], [-0.022, -0.070, 0.006], [0.005, 0.057, 0.007], [-0.028, -0.029, 0.010], [-0.001, -0.024, -0.012], [-0.028, 0.047, 0.015], [0.051, 0.103, -0.129], [-0.030, -0.024, 0.035], [0.059, -0.031, 0.000], [0.004, -0.018, -0.001], [-0.045, 0.021, 0.015], [0.326, 0.140, -0.019], [-0.720, 0.621, 0.040], [-0.023, 0.000, 0.018], [0.005, 0.010, -0.005], [-0.006, -0.006, -0.005], [0.037, 0.064, -0.003], [-0.055, -0.053, -0.010], [0.001, 0.054, -0.037], [0.011, -0.023, 0.050], [0.025, 0.014, 0.016], [0.003, 0.032, -0.009], [-0.010, 0.011, -0.027], [-0.020, 0.023, -0.020], [-0.025, 0.020, -0.009], [-0.018, 0.004, 0.010], [-0.004, -0.023, 0.014], [-0.125, -0.070, 0.222], [0.087, 0.053, -0.070], [-0.023, 0.027, 0.037], [0.000, -0.021, 0.019], [0.065, -0.006, -0.026], [-0.035, -0.023, -0.019], [0.015, 0.026, 0.066], [-0.284, -0.271, -0.098], [0.099, 0.042, 0.073], [-0.022, 0.017, -0.028], [-0.010, -0.031, -0.013], [0.001, 0.015, 0.010], [0.010, 0.022, -0.038], [-0.040, 0.035, 0.043], [0.011, -0.051, 0.045], [0.049, 0.022, 0.059], [-0.032, 0.010, 0.009], [0.000, 0.015, 0.010], [0.012, 0.005, -0.002], [0.034, 0.007, -0.016], [0.001, 0.169, -0.067], [0.087, -0.096, 0.153], [0.000, 0.006, -0.026], [-0.017, 0.012, -0.003], [-0.029, 0.007, 0.020], [0.000, -0.020, 0.015], [0.016, 0.001, -0.009], [0.009, 0.016, 0.016], [-0.014, -0.001, 0.019], [-0.001, -0.034, 0.008], [0.011, -0.024, -0.023], [-0.013, 0.008, -0.019], [0.024, -0.008, -0.001], [0.008, -0.023, -0.015], [-0.014, -0.010, -0.009], [-0.029, 0.018, 0.002], [0.430, 0.323, 0.287], [-0.180, 0.123, -0.018], [0.088, 0.053, -0.148], [-0.042, -0.045, 0.353], [-0.018, -0.015, -0.031], [0.003, 0.026, -0.007], [0.005, 0.002, 0.001], [-0.105, -0.021, 0.001], [-0.008, 0.025, -0.147], [-0.071, -0.020, 0.110], [-0.020, -0.081, -0.037], [0.004, 0.008, 0.009], [0.014, -0.032, 0.050], [0.038, 0.075, 0.025], [-0.027, -0.015, 0.092], [-0.005, 0.011, -0.027], [0.003, 0.004, -0.018], [0.009, 0.005, 0.006], [-0.023, 0.011, 0.023], [-0.029, -0.064, -0.022], [0.050, 0.025, 0.016], [0.291, 0.226, -0.162], [0.024, -0.008, -0.125], [0.046, 0.002, 0.000], [0.016, 0.001, -0.020], [-0.013, -0.011, 0.013], [-0.015, 0.010, 0.009], [0.014, -0.007, 0.000], [0.007, 0.000, -0.028], [-0.005, -0.017, 0.007], [0.070, -0.057, 0.023], [-0.020, -0.102, -0.107], [0.003, -0.011, -0.001], [0.010, 0.029, 0.045], [0.013, -0.002, 0.007], [-0.080, 0.084, -0.003], [0.020, -0.005, -0.025], [0.014, -0.015, 0.016], [-0.006, -0.001, -0.008], [-0.014, -0.065, -0.013], [-0.008, -0.025, 0.004], [-0.002, 0.009, -0.011], [0.048, 0.014, 0.053], [0.006, 0.008, -0.017], [0.022, -0.004, 0.031], [-0.012, 0.001, 0.001], [-0.012, -0.007, 0.000], [0.018, -0.009, 0.016], [-0.015, -0.001, 0.008], [-0.003, 0.000, -0.036], [0.027, -0.005, -0.006], [0.020, 0.049, -0.010], [-0.003, 0.015, 0.003]],
  "lowdin_charge": [1.46, 0.01, -0.23, -0.15, -0.04, -1.07, 0.56, 0.96, -0.40, -0.27, -0.07, -0.09, -0.07, -0.06, -0.04, -0.11, -0.02, -0.05, -0.04, 0.00, -0.31, -0.29, 0.08, 0.09, 0.11, 0.08, 0.09, 0.06, 0.09, 0.11, 0.11, 0.12, 0.12, 0.12, 0.12, 0.12, 0.00, -0.31, -0.01, -0.05, -0.05, -0.05, -0.32, 1.05, -0.38, -0.11, -0.07, -0.06, -0.05, -0.06, -0.38, -0.12, -0.05, -0.05, -0.05, -0.07, 0.07, 0.11, 0.12, 0.12, 0.12, 0.12, 0.09, 0.12, 0.12, 0.12, 0.11, 0.08, 0.12, 0.12, 0.12, 0.11, -0.54, 0.95, -0.32, -0.20, -0.16, -0.17, -0.17, -0.16, -0.32, -0.17, -0.18, -0.17, -0.21, -0.17, -0.34, -0.18, -0.18, -0.17, -0.18, -0.16, 0.12, 0.03, 0.08, 0.09, 0.12, 0.12, 0.12, 0.12, 0.11, 0.12, 0.09, 0.10, 0.13, 0.10, 0.13, 0.08, 0.13, 0.10, 0.11, 0.07, 0.13, 0.09, 0.12, 0.12, 0.09, 0.12, 0.11, 0.12, 0.12, 0.10, 0.12, 0.08, 0.13],
  "total_charge": 2,
  "orbital_gap_ev": 7.6250,
  "fmax_ev_per_a": 2.21,
  "de_lowest_kj_mol": 0.0
}